Computed, not measured: a cluster of 11 separate species, C25H45N3O34S8 in total at a distorted geometry, with ωB97M-V/def2-TZVPD.

XYZ file:
```
115
C25H45N3O34S8 (ωB97M-V/def2-TZVPD)
C -4.26 1.80 -3.77
N -2.99 1.91 -2.98
O -1.96 1.41 -3.38
O -3.03 2.48 -1.90
H -5.02 1.46 -3.07
H -4.16 1.18 -4.66
H -4.49 2.84 -4.03
C -2.73 0.11 2.83
C -2.65 0.62 4.29
O -3.25 -0.34 5.14
S -4.35 -1.16 4.23
O -5.46 -0.29 3.97
O -4.63 -2.49 4.67
O -3.30 -1.19 2.97
H -1.75 -0.03 2.38
H -3.36 0.77 2.24
H -3.35 1.46 4.31
H -1.63 0.76 4.64
C 3.81 -1.15 3.09
C 3.48 -2.63 2.81
O 3.76 -3.33 4.04
S 4.33 -2.34 5.16
O 5.76 -2.20 5.02
O 3.85 -2.59 6.48
O 3.59 -1.05 4.50
H 3.24 -0.46 2.47
H 4.88 -1.18 2.89
H 4.08 -3.09 2.03
H 2.42 -2.82 2.63
C -0.95 -0.62 -0.30
C -0.19 -0.41 -1.60
O 0.80 0.53 -1.23
S 1.42 0.21 0.26
O 1.89 1.34 1.04
O 2.31 -0.91 0.10
O -0.01 -0.35 0.74
H -1.32 -1.64 -0.25
H -1.81 0.02 -0.08
H -0.89 -0.09 -2.38
H 0.23 -1.35 -1.95
C -0.08 -3.17 -4.02
C 0.31 -3.17 -5.49
O -0.82 -2.75 -6.20
S -1.71 -1.67 -5.34
O -3.11 -1.97 -5.28
O -1.39 -0.33 -5.79
O -0.94 -2.02 -3.95
H 0.67 -2.99 -3.25
H -0.66 -4.07 -3.80
H 0.75 -4.12 -5.78
H 1.18 -2.51 -5.57
C 0.15 -6.14 0.65
C -0.79 -5.14 0.01
O -0.45 -3.89 0.61
S 1.06 -3.84 1.22
O 0.98 -3.40 2.58
O 1.89 -3.20 0.25
O 1.32 -5.46 1.14
H 0.51 -6.89 -0.04
H -0.36 -6.64 1.47
H -1.84 -5.29 0.23
H -0.73 -5.09 -1.08
C -3.48 4.00 2.40
C -3.11 3.38 1.07
O -1.91 2.61 1.32
S -0.99 3.47 2.35
O -0.49 4.69 1.78
O -0.13 2.65 3.16
O -2.34 3.79 3.23
H -4.41 3.59 2.79
H -3.59 5.09 2.37
H -2.74 4.12 0.36
H -3.87 2.82 0.53
C 0.31 3.37 -1.74
C -0.39 4.67 -2.10
O 0.45 5.26 -3.08
S 2.00 4.79 -2.89
O 2.81 5.84 -2.35
O 2.41 4.16 -4.12
O 1.68 3.73 -1.72
H 0.16 2.63 -2.53
H -0.08 2.85 -0.88
H -0.52 5.36 -1.27
H -1.37 4.38 -2.48
C 3.75 -0.19 -2.50
C 3.14 -1.50 -3.04
O 2.01 -1.06 -3.78
S 2.28 0.41 -4.49
O 1.06 1.15 -4.63
O 3.07 0.25 -5.68
O 3.24 0.90 -3.26
H 4.82 -0.23 -2.71
H 3.55 0.02 -1.45
H 2.93 -2.23 -2.26
H 3.79 -2.02 -3.75
N -3.07 -2.39 0.24
C -2.71 -2.39 -1.08
C -3.27 -1.30 -1.71
C -4.04 -0.63 -0.73
C -3.87 -1.31 0.45
H -2.65 -2.97 0.95
H -1.97 -3.07 -1.48
H -3.04 -0.97 -2.71
H -4.58 0.29 -0.85
H -4.23 -1.04 1.43
N 4.10 2.50 5.04
C 4.83 3.64 4.89
C 4.60 4.14 3.64
C 3.69 3.22 2.99
C 3.27 2.34 3.96
H 4.05 2.01 5.92
H 5.56 4.03 5.58
H 5.06 4.95 3.11
H 3.38 3.28 1.96
H 2.61 1.49 3.87
```

As for the total energy: -187407.1724 eV. The value obtained for the energy relative to the best compared isomer or geometry (same formula, charge and spin) is 0.00 kcal per mole. Its SMILES is C[N+](=O)[O-].O=S1(=O)OCCO1.O=S1(=O)OCCO1.O=S1(=O)OCCO1.O=S1(=O)OCCO1.O=S1(=O)OCCO1.O=S1(=O)OCCO1.O=S1(=O)OCCO1.O=S1(=O)OCCO1.c1cc[nH]c1.c1cc[nH]c1. The calculation puts the HOMO-LUMO gap at 7.10 eV. The HOMO energy comes out at -0.2865 Eh. Its net charge is 0.